[1]
ORCA calculation (ωB97M-V/def2-TZVPD) on a structure of composition C22H36CeO3P2 in a non-equilibrium geometry.

The geometry in XYZ format:
```
64
Properties=species:S:1:pos:R:3
P 1.6335 0.5616 1.1726
P -1.2074 -0.0197 -0.4602
C 1.6073 -0.1146 -0.5448
C 0.3724 0.3019 -1.3416
H 1.6584 -1.2071 -0.4423
H 2.5322 0.2263 -1.0192
H 0.3883 1.3792 -1.5551
H 0.3027 -0.2333 -2.2931
C -1.6164 -1.7326 -0.7159
H -2.6145 -1.9357 -0.3042
H -0.9054 -2.4099 -0.2251
H -1.6173 -1.9104 -1.7942
C -2.4642 0.9548 -1.2148
H -2.4599 0.7280 -2.2816
H -2.2903 2.0261 -1.0564
H -3.4381 0.6986 -0.7813
C 2.7851 -0.3876 2.1053
H 2.9486 0.0246 3.1080
H 3.7087 -0.3527 1.5277
H 2.4546 -1.4285 2.1928
C 2.2476 2.2295 1.0662
H 1.5516 2.8997 0.5456
H 3.2014 2.1938 0.5334
H 2.4009 2.6217 2.0802
Ce -0.8515 0.4707 2.0042
C 1.7697 -0.1404 -5.2065
C 1.5986 -1.4059 -4.8027
C 2.5969 -2.5180 -4.6667
C 4.0906 -2.1194 -4.6073
C 4.4117 -1.2011 -3.4624
C 4.3011 0.1322 -3.3989
C 3.8484 1.1125 -4.4403
C 3.0350 0.5502 -5.6302
C -0.2166 0.8699 3.9764
H 0.8753 0.4985 -5.2159
H 0.5757 -1.7032 -4.5435
H 2.4558 -3.2439 -5.4846
H 2.3509 -3.0702 -3.7444
H 4.6698 -3.0518 -4.4788
H 4.4036 -1.7010 -5.5694
H 4.7647 -1.7099 -2.5543
H 4.5998 0.6035 -2.4551
H 4.7194 1.6622 -4.8345
H 3.2331 1.8733 -3.9313
H 2.7648 1.4083 -6.2722
H 3.6703 -0.0965 -6.2440
H -0.9600 1.6051 4.3018
H 0.7880 1.2131 4.0851
H -0.3942 -0.0924 4.4636
O -5.4567 1.6634 3.0340
C -5.3453 0.9762 4.2128
C -6.3128 1.3266 5.1843
C -6.3290 0.7142 6.4333
C -5.3856 -0.2662 6.7385
C -4.4255 -0.6204 5.7890
C -4.3764 -0.0218 4.5272
C -3.2003 -0.3665 3.6520
O -2.4228 -1.2951 3.9831
O -2.9472 0.4318 2.6389
H -4.8691 1.4238 2.2950
H -7.0594 2.0906 4.9581
H -7.0727 0.9991 7.1769
H -5.3900 -0.7431 7.7173
H -3.6878 -1.3719 6.0697
```

Charge ... +2
HOMO (spin up / spin down) ... -12.980 / -12.980 eV
E ... -2242.737607 a.u.
Frontier orbital gap (spin up / spin down) ... 5.04 / 5.48 eV

=====

[2]
ORCA calculation (ωB97M-V/def2-TZVPD) on the molecule C3H9NS in a non-equilibrium geometry.

The geometry in XYZ format:
```
14
Properties=species:S:1:pos:R:3
C 2.0971 0.6682 0.2092
N 0.8846 0.5291 -0.4916
C 0.2735 -0.7712 -0.3754
S -0.9696 -0.4296 0.9597
C -2.4615 -0.3063 0.0656
H 2.9323 0.8692 -0.4699
H 2.1385 1.5058 0.9114
H 2.3358 -0.0749 0.9021
H 0.2984 1.3006 -0.0444
H -0.1727 -0.9834 -1.3274
H 0.8089 -1.6402 -0.0609
H -3.1863 0.1763 0.7866
H -2.3245 0.4448 -0.7110
H -2.6544 -1.2883 -0.3539
```

HOMO ... -7.914 eV
E ... -572.578141 a.u.
Energy above the lowest of the compared OMol25 structures with the same formula, charge and spin ... 162.6 kJ/mol
Frontier orbital gap ... 8.94 eV

=====

[3]
ORCA calculation (ωB97M-V/def2-TZVPD) on a structure of composition C7H14O2 in a non-equilibrium geometry.

The geometry in XYZ format:
```
23
Properties=species:S:1:pos:R:3
C -1.3933 -0.4716 -0.9717
C 1.9325 -0.5773 -1.5095
C 1.5235 0.4463 -0.5009
C 1.9110 1.7260 -0.4753
O -2.7762 -0.1830 -0.9060
H -3.1515 -0.6831 -0.1717
H -1.2284 -1.5286 -1.2188
H -1.0234 0.1746 -1.7681
H 2.1620 -0.0846 -2.4515
H 2.8199 -1.1070 -1.1573
H 1.1618 -1.3410 -1.6066
H 1.7137 2.3642 0.3722
H 2.3080 2.1858 -1.3648
C -1.2070 0.9883 1.3184
C -0.8159 -0.3752 0.8406
C -0.9266 -1.5081 1.5359
O 1.1946 -0.1870 0.7601
H 1.6116 0.2794 1.5135
H -1.0117 1.7245 0.5397
H -2.2737 1.0341 1.5299
H -0.6269 1.2644 2.2002
H -1.8433 -2.0656 1.6514
H -0.0607 -2.0754 1.8405
```

HOMO (spin up / spin down) ... -5.882 / -6.413 eV
E ... -425.337259 a.u.
Energy above the lowest of the compared OMol25 structures with the same formula, charge and spin ... 703.6 kJ/mol
Frontier orbital gap (spin up / spin down) ... 6.24 / 6.89 eV

=====

[4]
ORCA calculation (ωB97M-V/def2-TZVPD) on a structure of composition C22H24F5NOsP2Se.

The geometry in XYZ format:
```
56
Properties=species:S:1:pos:R:3
Os 0.2313 -0.2626 -0.4294
C -2.5696 1.1351 -1.8771
P -1.0458 1.5438 -0.9985
C -0.2771 2.7754 -2.0835
C -1.4264 2.4997 0.4938
C -2.3274 3.5570 0.4829
C -2.5779 4.2625 1.6527
C -1.9292 3.9194 2.8318
C -1.0226 2.8686 2.8493
C -0.7722 2.1599 1.6795
P 0.4019 0.7975 1.6403
C 0.1054 -0.3027 3.0354
C 2.0605 1.4838 1.8714
H -3.1571 2.0363 -2.0540
H -3.1651 0.4105 -1.3312
H -2.2975 0.7056 -2.8430
H -0.9801 3.5974 -2.2252
H -0.0474 2.3551 -3.0630
H 0.6310 3.1735 -1.6304
H -2.8460 3.8364 -0.4262
H -3.2850 5.0808 1.6440
H -2.1312 4.4696 3.7407
H -0.5247 2.6116 3.7767
H 0.2345 0.2425 3.9719
H 0.8248 -1.1219 3.0027
H -0.9045 -0.7079 2.9850
H 2.0835 2.0025 2.8324
H 2.2859 2.1905 1.0754
H 2.8021 0.6847 1.8785
C -3.0803 -0.4873 1.0670
C -2.4582 -1.6111 0.3032
C -2.8912 -2.8771 0.2469
C -1.9681 -3.6540 -0.5544
C -0.9413 -2.8615 -0.9120
C 0.1915 -3.2050 -1.8322
N -1.1660 -1.5713 -0.3691
H -4.1134 -0.3449 0.7484
H -2.5650 0.4580 0.9552
H -3.1051 -0.7094 2.1358
H -3.7884 -3.2417 0.7225
H -2.0789 -4.6896 -0.8358
H -0.1909 -3.7752 -2.6772
H 0.9540 -3.8097 -1.3419
H 0.6777 -2.3221 -2.2596
F 5.8559 -3.9576 -1.1505
C 4.9798 -2.9933 -1.3093
C 3.8727 -2.9228 -0.4692
F 3.6828 -3.8219 0.4815
C 2.9693 -1.9048 -0.6670
F 1.8584 -1.8673 0.1451
C 3.1035 -0.9544 -1.6551
Se 1.8862 0.5072 -1.8797
C 4.2113 -1.0483 -2.4881
F 4.3855 -0.1554 -3.4510
C 5.1490 -2.0559 -2.3206
F 6.1949 -2.1285 -3.1153
```

Charge ... +2
HOMO (spin up / spin down) ... -14.239 / -14.239 eV
E ... -4581.064534 a.u.
Energy above the lowest of the compared OMol25 structures with the same formula, charge and spin ... 10.3 kJ/mol
Frontier orbital gap (spin up / spin down) ... 5.55 / 5.55 eV

=====

[5]
ORCA calculation (ωB97M-V/def2-TZVPD) on the molecule C21H24FN5O2S in a non-equilibrium geometry.

The geometry in XYZ format:
```
54
Properties=species:S:1:pos:R:3
C -2.1893 7.3878 0.7088
C -1.7513 6.0453 0.2141
C -0.8799 5.2734 0.9803
C -0.4609 4.0317 0.5410
C -0.9231 3.5650 -0.6750
S -0.4208 1.9456 -1.2313
O -0.6970 1.7995 -2.6336
O 0.8970 1.6487 -0.7516
C -1.5999 0.7871 -0.3402
N -0.9550 0.3309 0.8252
N -0.8369 1.1140 1.9100
N -0.0843 0.5166 2.7298
N 0.3332 -0.6451 2.2520
C -0.1951 -0.7773 1.0588
C -0.0036 -1.8727 0.0689
C 1.0137 -1.3330 -0.9193
C 2.2949 -1.0501 -0.4613
C 3.2344 -0.5068 -1.3138
C 2.8699 -0.2431 -2.6221
F 3.7820 0.2949 -3.4588
C 1.6065 -0.5251 -3.1032
C 0.6767 -1.0733 -2.2387
N 0.4732 -3.0890 0.6989
C -0.4369 -3.6029 1.7066
C 0.2244 -4.7505 2.4615
C 0.6046 -5.8679 1.4978
C 1.4817 -5.2859 0.3959
C 0.7677 -4.1210 -0.2800
C -1.7881 4.3061 -1.4547
C -2.1981 5.5499 -1.0066
H -1.3256 8.0344 0.8553
H -2.8663 7.8644 0.0054
H -2.6936 7.2891 1.6688
H -0.5281 5.6518 1.9281
H 0.2148 3.4250 1.1211
H -2.4847 1.3690 -0.0860
H -1.8351 -0.0241 -1.0244
H -0.9730 -2.0409 -0.4554
H 2.5360 -1.2567 0.5697
H 4.2301 -0.2691 -0.9752
H 1.3523 -0.2992 -4.1258
H -0.3151 -1.2957 -2.6064
H -0.6692 -2.8021 2.4089
H -1.3820 -3.9539 1.2467
H -0.4576 -5.1186 3.2297
H 1.1211 -4.3673 2.9486
H 1.1335 -6.6629 2.0259
H -0.2992 -6.2983 1.0582
H 1.7221 -6.0457 -0.3496
H 2.4123 -4.9177 0.8288
H 1.4090 -3.6957 -1.0548
H -0.1595 -4.4856 -0.7635
H -2.1122 3.9055 -2.4022
H -2.8696 6.1413 -1.6112
```

HOMO ... -8.935 eV
E ... -1736.895280 a.u.
Energy above the lowest of the compared OMol25 structures with the same formula, charge and spin ... 15.8 kJ/mol
Frontier orbital gap ... 9.34 eV